A cluster of 8 separate species, C60H70F18N10P3 in total, computed with the ωB97M-V functional and the def2-TZVPD basis.

Geometry as XYZ:
```
161
Properties=species:S:1:pos:R:3
C 5.1683 -0.9399 1.3696
N 4.2968 0.1954 1.6046
C 3.1075 0.0271 2.2157
C 2.1956 1.0615 2.2735
C 2.4720 2.2919 1.7218
C 3.7732 2.4995 1.2654
C 4.7092 1.4597 1.2234
C 1.4571 3.3384 1.7447
C 0.6056 3.5322 2.8654
C -0.4120 4.4819 2.8050
N -0.5641 5.2841 1.7199
C 0.2414 5.1518 0.6764
C 1.2801 4.2282 0.7192
C -1.6458 6.2564 1.7345
H 4.9389 -1.3814 0.4056
H 4.9421 -1.7155 2.1005
H 6.2002 -0.6373 1.4926
H 2.9436 -0.9761 2.6063
H 1.2149 0.8697 2.7065
H 4.0900 3.5037 1.0042
H 5.7375 1.5897 0.8763
H 0.7845 2.9937 3.7910
H -1.1352 4.7048 3.5843
H 0.0985 5.7922 -0.1825
H 1.9386 4.2188 -0.1405
H -2.2553 6.2157 2.6264
H -2.2352 5.9302 0.8890
H -1.2391 7.2477 1.5630
C 1.8564 -6.4996 5.7016
N 0.9347 -5.3139 5.7756
C -0.3900 -5.4796 5.6670
C -1.2784 -4.4045 5.7040
C -0.7565 -3.0911 5.7993
C 0.6081 -2.9811 6.0558
C 1.4267 -4.0951 6.0505
C -1.5751 -1.8959 5.6498
C -2.7559 -1.6529 6.3484
C -3.4897 -0.4395 6.1750
N -2.9953 0.4865 5.3308
C -1.8742 0.2628 4.5891
C -1.1540 -0.8969 4.7449
C -3.7318 1.7761 5.2411
H 2.4814 -6.2846 4.8451
H 1.2515 -7.3735 5.5239
H 2.4288 -6.5876 6.6215
H -0.6442 -6.5233 5.5407
H -2.3409 -4.6156 5.6583
H 1.0292 -2.0111 6.3087
H 2.4718 -3.9865 6.2826
H -3.1627 -2.3738 7.0612
H -4.4317 -0.2071 6.6722
H -1.6114 1.0350 3.8735
H -0.3095 -1.1171 4.0982
H -3.5877 2.3381 6.1595
H -4.7773 1.5172 5.1461
H -3.3899 2.3043 4.3605
C -3.9404 -3.0939 2.9951
N -3.5278 -3.1782 1.5638
C -2.6120 -4.0231 1.1286
C -2.2120 -4.0268 -0.1791
C -2.8967 -3.2701 -1.0891
C -3.9037 -2.4176 -0.6441
C -4.2470 -2.4714 0.6863
C -2.4873 -3.2594 -2.4998
C -1.1461 -3.2169 -2.8658
C -0.8429 -3.3943 -4.2166
N -1.7327 -3.5509 -5.2037
C -3.0437 -3.5452 -4.8622
C -3.4503 -3.3686 -3.5138
C -1.3463 -3.8975 -6.5900
H -3.8647 -2.0432 3.2981
H -3.3501 -3.7680 3.6079
H -5.0020 -3.3428 3.1191
H -2.1407 -4.6096 1.8978
H -1.3662 -4.6281 -0.4789
H -4.4956 -1.7895 -1.2956
H -5.0704 -1.9198 1.1586
H -0.4214 -3.1837 -2.0684
H 0.1734 -3.4567 -4.5835
H -3.7016 -3.7631 -5.7085
H -4.4977 -3.4821 -3.1985
H -2.1449 -3.5257 -7.1910
H -1.2592 -4.9836 -6.5628
H -0.4125 -3.4075 -6.8507
C 7.8269 -0.6518 -7.8098
N 6.9060 -0.9618 -6.6680
C 6.0915 -2.0317 -6.6941
C 5.1901 -2.2504 -5.6410
C 5.0938 -1.3885 -4.5583
C 6.0124 -0.3236 -4.5107
C 6.9412 -0.2061 -5.5427
C 4.0350 -1.4576 -3.5383
C 3.7818 -2.5409 -2.6724
C 2.7371 -2.4952 -1.7585
N 1.9490 -1.3603 -1.7192
C 2.2256 -0.3092 -2.5195
C 3.2338 -0.3448 -3.4954
C 0.8784 -1.2846 -0.7551
H 8.6852 -1.3290 -7.7739
H 8.1878 0.3693 -7.8068
H 7.2620 -0.8590 -8.7201
H 6.1902 -2.6427 -7.5893
H 4.5441 -3.1227 -5.7177
H 6.0471 0.3397 -3.6645
H 7.7139 0.5488 -5.5169
H 4.4864 -3.3590 -2.8352
H 2.4844 -3.2524 -1.0187
H 1.5273 0.5144 -2.3601
H 3.3317 0.4859 -4.1860
H 0.0260 -0.8627 -1.2788
H 1.2456 -0.6781 0.0562
H 0.5330 -2.2338 -0.3914
C -4.9972 2.3954 -3.5274
N -3.7175 3.1574 -3.4852
C -3.5972 4.4595 -3.8341
C -2.4111 5.1582 -3.7712
C -1.2895 4.5772 -3.2191
C -1.4373 3.2696 -2.7492
C -2.6644 2.5761 -2.8586
C -0.0938 5.3144 -2.9990
C -0.0405 6.6925 -2.6945
C 1.1749 7.3508 -2.5828
N 2.3668 6.6900 -2.7908
C 2.3453 5.3748 -3.1838
C 1.1243 4.6909 -3.2774
C 3.6450 7.4509 -2.7331
H -5.2814 2.2014 -2.5036
H -4.9031 1.5220 -4.1598
H -5.7209 3.0171 -4.0388
H -4.4408 4.9748 -4.2805
H -2.4235 6.1929 -4.1153
H -0.7003 2.8064 -2.1032
H -2.8619 1.6181 -2.3752
H -0.8857 7.3645 -2.5780
H 1.1859 8.4256 -2.3493
H 3.2900 4.9322 -3.4986
H 1.1185 3.6673 -3.6258
H 4.1788 7.3036 -3.6594
H 4.2379 7.1060 -1.8975
H 3.3967 8.4960 -2.6453
P -6.8665 -0.4068 4.1319
F -5.6106 0.5098 3.4614
F -6.7219 -1.4487 2.8842
F -5.5935 -1.2998 4.8802
F -7.8605 -1.3907 4.8170
F -6.7904 0.5512 5.4149
F -8.0013 0.4072 3.4376
P 1.2227 -3.4669 2.2898
F 0.7152 -1.9725 1.9354
F 2.5970 -3.1708 1.3695
F 1.9472 -2.7433 3.5231
F 1.7335 -4.8984 2.6938
F -0.1945 -3.6364 3.1361
F 0.5125 -4.0453 0.9542
P -2.1968 1.0758 0.7821
F -0.8872 1.7724 -0.0510
F -3.1617 1.9481 -0.0910
F -2.2272 -0.0908 -0.4348
F -3.3212 0.3078 1.5380
F -1.0865 0.1676 1.5400
F -1.9721 2.2359 1.9102
```

Properties
Lowest unoccupied orbital energy   -15.8 eV
Gap between HOMO and LUMO   0.2194 hartree
Relative energy (zero: lowest compared OMol25 entry of this formula, charge and spin)   7.52 kcal per mole
Spin multiplicity   1
Charge   +7

Mulliken atomic charge list, values in e, 6 entries: -0.800, 0.227, -0.825, -0.018, 0.258, -0.522

=====

A structure of composition C8H14N2, computed with the ωB97M-V functional and the def2-TZVPD basis.

Geometry as XYZ:
```
24
Properties=species:S:1:pos:R:3
C 1.2380 0.2570 0.8264
C 0.4464 0.3438 -0.2509
C 1.6071 -1.1894 1.0981
C -0.2259 1.2520 -1.1580
C -1.7018 0.8045 -1.7565
C 0.5854 -2.0007 0.1940
C -2.2265 -0.5658 -1.3252
C 1.5902 1.3995 1.5937
N 0.2293 -0.9864 -0.9428
N -1.4133 -1.6446 -1.4408
H 2.5561 -1.5328 0.8817
H 1.2825 -1.4312 2.0562
H -0.2979 2.4189 -0.8253
H 0.2843 1.2349 -2.1935
H -2.2567 1.6587 -1.5519
H -1.5186 0.7410 -2.8375
H 0.9544 -2.9381 -0.3113
H -0.1999 -2.1526 0.7908
H -2.6721 -0.3722 -0.2921
H -3.0548 -0.7332 -2.0371
H 1.4825 1.4317 2.6437
H 0.9023 2.2747 1.3043
H 2.5327 1.8740 1.5818
H 0.7186 -1.2932 -1.7397
```

Properties
Lowest unoccupied orbital energy   0.8 eV
Gap between HOMO and LUMO   0.2759 hartree
Relative energy (zero: lowest compared OMol25 entry of this formula, charge and spin)   150.07 kcal per mole
Spin multiplicity   1

Mulliken atomic charge list, values in e, 6 entries: 0.955, 0.195, -0.658, -0.750, -0.771, -0.619

=====

The molecule C3H8BrOPS, computed with the ωB97M-V functional and the def2-TZVPD basis.

Geometry as XYZ:
```
15
Properties=species:S:1:pos:R:3
C 1.2255 0.9648 -1.1127
C -0.0314 0.1341 -1.2998
P -1.2054 0.5161 0.0692
S -1.9312 2.2957 0.1646
Br -2.6366 -1.1868 -0.0815
O -0.3536 0.1063 1.5549
C 0.0822 -1.2102 1.8023
H 1.7471 0.6757 -0.2061
H 1.8980 0.8366 -1.9562
H 0.9697 2.0185 -1.0291
H 0.1738 -0.9395 -1.3537
H -0.5599 0.4248 -2.2115
H 0.5719 -1.6536 0.9310
H -0.7504 -1.8445 2.1096
H 0.8004 -1.1379 2.6190
```

Properties
Lowest unoccupied orbital energy   0.4 eV
Gap between HOMO and LUMO   0.3595 hartree
Relative energy (zero: lowest compared OMol25 entry of this formula, charge and spin)   0.00 kcal per mole
Structure (SMILES)   CC[P@@](=S)(Br)OC
Spin multiplicity   1

Mulliken atomic charge list, values in e, 6 entries: -1.075, -0.568, 0.683, -0.331, -0.236, -0.351

=====

The molecule C3H4N2S, computed with the ωB97M-V functional and the def2-TZVPD basis.

Geometry as XYZ:
```
10
Properties=species:S:1:pos:R:3
S 0.1215 2.2090 0.8906
C 0.0849 0.5591 0.3425
C 0.8245 -0.4885 0.9084
N 0.6685 -1.6329 0.2876
N -0.0909 -1.3060 -0.7693
C -0.4643 0.0010 -0.7803
H -0.8179 2.8265 0.1061
H 1.3044 -0.5070 1.9048
H -0.6013 -2.0262 -1.2703
H -1.0295 0.3650 -1.6202
```

Properties
Lowest unoccupied orbital energy   0.8 eV
Gap between HOMO and LUMO   0.3388 hartree
Relative energy (zero: lowest compared OMol25 entry of this formula, charge and spin)   26.35 kcal per mole
Structure (SMILES)   Sc1cn[nH]c1
Spin multiplicity   1

Mulliken atomic charge list, values in e, 6 entries: -0.280, 0.255, -0.300, -0.697, 0.215, -0.375

=====

| no. | F_max (Eh/bohr) | electronic energy (eV) |
| --- | --- | --- |
| 1 | 0.05800 | -154978.6407 |
| 2 | 0.11168 | -11496.9733 |
| 3 | 0.06843 | -95456.3149 |
| 4 | 0.04754 | -16990.3487 |